Density functional theory data (ωB97M-V with the def2-TZVPD basis set) for a molecular structure, HNO4S at a distorted geometry.

Each line ends with the natural charge from an NBO analysis.
Element x y z (Å)
1 N -1.37196 -0.76198 -0.59429  -0.016
2 O -0.37150 -1.31814 -0.06446  -0.454
3 O -3.78598 0.24618 -0.27189  -0.776
4 O 0.27519 0.93933 0.14004  -0.363
5 O -0.92931 0.96856 -0.50680  -0.244
6 S -2.59239 0.06398 0.46234  1.404
7 H 0.49478 -0.22220 0.11124  0.450

Results
LUMO energy, eV: -2.18
Energy above the lowest of the compared OMol25 structures with the same formula, charge and spin, kcal/mol: 115.93